# 1
ORCA calculation (ωB97M-V/def2-TZVPD) on a cluster of 6 separate species, C33H73N5O6 in total at a distorted geometry.

* highest occupied orbital energy: -10.06 eV
* total charge: +2
* calculated total energy: -2025.623525 Ha
* gap between HOMO and LUMO: 5.2 eV
* LUMO: -4.9 eV

Last column: Löwdin charge in e.
Positions of all 117 atoms, in Å:
N: 1.130 -1.305 0.058  -0.5726
O: 0.773 -2.478 0.283  -0.0373
O: 0.380 -0.302 0.255  -0.1038
O: 2.231 -1.024 -0.456  -0.0295
C: 3.396 -1.063 3.147  -0.0893
C: 2.319 -1.023 4.206  -0.2108
C: 1.196 -1.939 3.698  -0.1152
N: -0.105 -1.838 4.473  -0.2569
C: -0.776 -0.510 4.365  0.0115
C: 0.044 -2.170 5.975  -0.0448
C: -0.715 -3.502 6.135  -0.1292
C: -0.728 -4.151 4.756  -0.1338
C: -0.955 -2.922 3.854  -0.1123
H: 3.038 -0.766 2.153  0.0576
H: 3.710 -2.085 2.911  0.1001
H: 4.306 -0.504 3.357  0.0922
H: 1.931 -0.023 4.401  0.0997
H: 2.825 -1.475 5.063  0.1160
H: 1.496 -2.981 3.727  0.1494
H: 0.945 -1.546 2.712  0.1083
H: -1.021 -0.328 3.317  0.0921
H: -0.108 0.223 4.801  0.1012
H: -1.749 -0.568 4.851  0.1096
H: -0.385 -1.352 6.540  0.1288
H: 1.100 -2.315 6.180  0.1269
H: -1.703 -3.332 6.561  0.1228
H: -0.209 -4.138 6.862  0.1258
H: -1.527 -4.844 4.478  0.1289
H: 0.121 -4.776 4.476  0.1251
H: -1.992 -2.594 3.919  0.1264
H: -0.669 -3.190 2.838  0.1327
C: 2.877 3.726 -2.978  -0.0562
C: 1.974 3.823 -1.732  -0.1902
C: 2.685 3.256 -0.477  -0.0878
N: 1.910 3.275 0.838  -0.2525
C: 2.692 2.457 1.823  0.0230
C: 1.625 4.666 1.380  -0.0704
C: 0.149 4.958 1.174  -0.1423
C: -0.474 3.762 0.473  -0.1434
C: 0.559 2.641 0.641  -0.1286
H: 3.059 4.693 -3.445  0.0834
H: 2.476 3.131 -3.793  0.0500
H: 3.816 3.274 -2.659  0.0843
H: 1.211 3.072 -1.952  0.0862
H: 1.488 4.776 -1.530  0.1105
H: 3.677 3.674 -0.333  0.1496
H: 2.671 2.173 -0.609  0.1273
H: 2.875 1.482 1.374  0.1011
H: 2.128 2.398 2.750  0.1028
H: 3.653 2.929 2.020  0.1219
H: 1.845 4.662 2.446  0.1298
H: 2.300 5.392 0.932  0.1427
H: -0.407 5.234 2.071  0.1195
H: -0.052 5.849 0.574  0.1226
H: -1.417 3.386 0.864  0.0962
H: -0.564 3.920 -0.601  0.1068
H: 0.323 2.082 1.545  0.1170
H: 0.638 1.957 -0.196  0.1035
C: -7.729 1.841 -0.570  -0.0906
C: -6.725 1.194 0.359  -0.2330
C: -5.295 1.047 -0.210  -0.0747
N: -4.310 0.569 0.863  -0.2477
C: -4.345 1.452 2.086  0.0305
C: -2.864 0.499 0.355  -0.1052
C: -2.855 -0.733 -0.578  -0.1263
C: -3.638 -1.754 0.250  -0.1383
C: -4.433 -0.920 1.226  -0.0887
H: -7.894 1.377 -1.550  0.0848
H: -7.534 2.893 -0.762  0.0871
H: -8.703 1.620 -0.127  0.0903
H: -7.072 0.254 0.788  0.1143
H: -6.754 1.906 1.188  0.1021
H: -4.920 1.929 -0.724  0.1452
H: -5.282 0.228 -0.926  0.1303
H: -3.671 1.114 2.867  0.0972
H: -5.360 1.362 2.456  0.0971
H: -4.109 2.430 1.676  0.1165
H: -2.218 0.369 1.223  0.1083
H: -2.466 1.390 -0.132  0.1265
H: -1.877 -1.189 -0.723  0.1050
H: -3.381 -0.547 -1.510  0.1137
H: -3.053 -2.469 0.825  0.1187
H: -4.236 -2.334 -0.453  0.1265
H: -4.022 -0.988 2.232  0.1215
H: -5.495 -1.162 1.255  0.1322
C: 0.553 -3.970 -2.394  -0.0789
C: 1.455 -3.189 -3.341  -0.2025
C: 1.374 -1.677 -3.191  -0.1249
N: 1.690 -0.815 -4.403  -0.2299
C: 1.914 0.630 -3.918  0.0128
C: 0.570 -0.746 -5.404  -0.1158
C: 1.091 -1.533 -6.599  -0.1546
C: 2.606 -1.376 -6.636  -0.1142
C: 2.949 -1.276 -5.143  -0.0704
H: 0.794 -5.032 -2.407  0.0823
H: -0.467 -3.903 -2.783  0.0740
H: 0.572 -3.663 -1.350  0.0381
H: 1.260 -3.438 -4.393  0.1040
H: 2.488 -3.535 -3.288  0.1181
H: 2.150 -1.398 -2.493  0.0816
H: 0.429 -1.289 -2.808  0.1275
H: 2.378 1.123 -4.763  0.1114
H: 2.664 0.523 -3.126  0.0721
H: 0.965 0.880 -3.453  0.1036
H: 0.305 0.255 -5.750  0.1290
H: -0.335 -1.114 -4.923  0.1301
H: 0.563 -1.326 -7.527  0.1230
H: 0.883 -2.574 -6.325  0.1069
H: 2.876 -0.402 -7.049  0.1195
H: 3.118 -2.161 -7.181  0.1270
H: 3.715 -0.520 -4.982  0.1273
H: 3.361 -2.174 -4.691  0.1300
O: 4.910 -1.670 -2.019  0.0277
C: 5.605 -0.544 -2.424  -0.8219
O: 6.815 -0.612 -2.639  0.0010
O: 4.864 0.484 -2.633  -0.1278
H: 4.109 -1.162 -1.843  0.0244

***

# 2
ORCA calculation (ωB97M-V/def2-TZVPD) on a cluster of 6 separate species, C15H37F6N3O12S2 in total at a distorted geometry.

* highest occupied orbital energy: -10.00 eV
* total charge: 0
* calculated total energy: -3056.478819 Ha
* gap between HOMO and LUMO: 10.3 eV
* LUMO: 0.3 eV

Last column: Löwdin charge in e.
Positions of all 75 atoms, in Å:
C: 5.491 1.109 2.215  -0.0307
C: 4.246 0.685 1.438  -0.2992
C: 3.636 -0.675 1.914  -0.1357
O: 2.969 -0.308 3.150  -0.2126
C: 1.961 -1.263 3.422  -0.0922
N: 3.130 1.697 1.458  0.1844
H: 3.416 2.591 1.080  0.0987
H: 2.400 1.334 0.762  0.1017
H: 2.653 1.634 2.391  0.1788
H: 5.295 0.869 3.314  0.1093
H: 5.683 2.185 2.128  0.0849
H: 6.374 0.560 1.898  0.0825
H: 4.435 0.523 0.337  0.1675
H: 4.439 -1.341 2.071  0.1189
H: 2.927 -1.105 1.233  0.1011
H: 1.646 -1.227 4.501  0.1102
H: 2.374 -2.263 3.258  0.0892
H: 1.153 -1.130 2.720  0.0819
C: 0.644 -4.637 -1.086  -0.0320
C: -0.570 -4.107 -1.902  -0.2591
C: -1.649 -5.146 -2.010  -0.2110
O: -2.303 -5.218 -0.734  -0.2115
C: -3.633 -5.958 -0.975  -0.0015
N: -1.020 -2.735 -1.311  0.2302
H: -1.835 -2.357 -1.849  0.1019
H: -1.468 -2.957 -0.440  0.1337
H: -0.202 -2.093 -1.179  0.0929
H: 1.368 -3.827 -0.824  0.0763
H: 1.157 -5.438 -1.577  0.0762
H: 0.306 -4.966 -0.124  0.0703
H: -0.186 -3.864 -2.881  0.1453
H: -1.412 -6.158 -2.239  0.1228
H: -2.339 -4.757 -2.744  0.1223
H: -4.364 -5.098 -1.134  0.1134
H: -3.876 -6.448 -0.068  0.0628
H: -3.488 -6.720 -1.712  0.0716
C: -2.836 3.918 -0.490  -0.0376
C: -1.438 3.482 -0.131  -0.3459
C: -1.328 3.227 1.427  -0.1783
O: -2.459 2.630 1.932  -0.1981
C: -2.514 1.263 2.271  -0.0896
N: -1.058 2.335 -0.902  0.2026
H: -0.579 2.660 -1.728  0.1281
H: -0.313 1.677 -0.449  0.1376
H: -1.874 1.784 -1.165  0.1164
H: -3.196 4.844 0.063  0.1143
H: -3.591 3.153 -0.206  0.0945
H: -2.936 4.131 -1.573  0.0946
H: -0.713 4.257 -0.351  0.1243
H: -1.167 4.194 2.028  0.1632
H: -0.466 2.627 1.550  0.0902
H: -1.596 0.994 2.911  0.1023
H: -2.579 0.590 1.415  0.0553
H: -3.440 1.031 2.934  0.1183
O: 1.915 0.190 -2.113  0.0843
C: 1.386 -0.177 -0.903  -0.7110
O: 1.055 0.723 -0.098  -0.0586
O: 1.309 -1.445 -0.858  -0.0459
H: 2.253 1.115 -1.976  0.0885
C: 3.159 5.434 -1.384  -0.6525
F: 3.616 5.403 -2.683  0.1001
F: 4.228 5.722 -0.638  0.1279
F: 2.367 6.483 -1.197  0.1350
S: 2.294 3.911 -0.922  0.4907
O: 1.142 3.844 -1.772  -0.2832
O: 3.290 2.881 -1.230  -0.3163
O: 2.076 4.127 0.498  -0.3065
C: -4.941 -1.397 -0.487  -0.6545
F: -6.008 -1.807 -1.153  0.1362
F: -5.331 -0.567 0.472  0.1461
F: -4.305 -2.494 0.069  0.0688
S: -3.842 -0.630 -1.747  0.4684
O: -4.757 0.380 -2.207  -0.2860
O: -2.670 -0.168 -1.042  -0.3424
O: -3.510 -1.717 -2.663  -0.3247

***

# 3
ORCA calculation (ωB97M-V/def2-TZVPD) on a structure of composition C22H18FN2O3Rh at a distorted geometry.

* highest occupied orbital energy (spin up / spin down): 1.61 / -1.18 eV
* multiplicity: 5
* total charge: -2
* calculated total energy: -1394.610052 Ha
* gap between HOMO and LUMO (spin up / spin down): 3.6 / 6.4 eV
* LUMO (spin up / spin down): 5.2 / 5.2 eV

Last column: Löwdin charge in e.
Positions of all 47 atoms, in Å:
Rh: -0.112 0.016 -0.426  1.0519
C: -4.370 0.453 -1.498  -0.1188
O: -4.901 0.126 -0.237  -0.1212
C: -4.150 0.453 0.904  -0.2138
C: -4.929 0.761 2.014  -0.0789
C: -4.328 1.060 3.228  -0.1624
C: -2.956 1.071 3.311  -0.1098
C: -2.115 0.759 2.218  -0.1630
C: -0.721 0.806 2.466  -0.1316
N: 0.243 0.568 1.595  -0.1467
N: 1.522 0.664 1.902  0.0413
C: 2.354 0.439 0.877  -0.4815
O: 1.964 0.113 -0.323  -0.2277
C: 3.764 0.584 1.144  -0.1675
C: 4.701 0.564 0.083  -0.0593
C: 6.045 0.709 0.318  -0.1462
C: 6.529 0.862 1.619  -0.1641
C: 5.618 0.870 2.679  -0.1493
C: 4.270 0.741 2.455  -0.0690
C: -2.732 0.409 0.953  -0.2800
O: -2.099 0.032 -0.116  -0.2625
H: -3.494 -0.153 -1.734  0.0755
H: -4.089 1.512 -1.552  0.0917
H: -5.170 0.251 -2.218  0.0745
H: -6.006 0.734 1.903  0.0898
H: -4.936 1.298 4.096  0.0758
H: -2.481 1.325 4.252  0.0857
H: -0.423 1.073 3.484  0.0955
H: 4.316 0.439 -0.919  0.0959
H: 6.748 0.695 -0.511  0.0811
H: 7.592 0.978 1.801  0.0651
H: 5.994 0.970 3.694  0.0797
H: 3.563 0.742 3.273  0.0875
C: -0.192 1.714 -1.566  -0.1666
H: -0.127 2.684 -1.064  -0.0719
H: -0.660 1.800 -2.552  -0.0860
F: -0.062 -6.275 -0.001  -0.0207
C: -0.066 -4.898 -0.158  -0.2980
C: -1.269 -4.221 -0.132  -0.0582
C: -1.260 -2.847 -0.298  -0.1222
C: -0.075 -2.112 -0.482  -0.1947
C: 1.113 -2.860 -0.514  -0.1219
C: 1.129 -4.237 -0.355  -0.0592
H: -2.194 -4.760 0.033  0.0996
H: -2.211 -2.329 -0.280  0.0811
H: 2.057 -2.350 -0.662  0.0822
H: 2.058 -4.793 -0.364  0.0988

***

# 4
ORCA calculation (ωB97M-V/def2-TZVPD) on the molecule C5H7FO at a distorted geometry.

* highest occupied orbital energy: -8.08 eV
* total charge: 0
* calculated total energy: -369.746231 Ha
* gap between HOMO and LUMO: 8.7 eV
* LUMO: 0.6 eV
* SMILES string: C=C(F)/C=C(/C)O

Last column: Löwdin charge in e.
Positions of all 14 atoms, in Å:
C: 0.336 -0.086 -0.163  -0.0447
C: 2.725 0.609 -0.482  0.0776
C: 1.525 0.542 0.197  -0.3495
C: -0.920 -0.119 0.322  -0.3388
C: -2.070 -0.898 -0.273  -0.0235
O: -1.280 0.835 1.264  0.0429
F: 1.588 1.296 1.349  0.0154
H: 0.728 -0.842 -0.880  0.1317
H: 2.778 0.076 -1.452  0.0670
H: 3.595 0.969 -0.031  0.0361
H: -2.767 -1.207 0.613  0.1291
H: -1.542 -1.617 -0.947  0.0970
H: -2.484 -0.264 -1.000  0.0624
H: -2.213 0.705 1.482  0.0971

***

# 5
ORCA calculation (ωB97M-V/def2-TZVPD) on a cluster of 2 separate species, C34H32N3O2P in total at a distorted geometry.

* highest occupied orbital energy: -6.78 eV
* total charge: 0
* calculated total energy: -1970.889214 Ha
* gap between HOMO and LUMO: 6.6 eV
* LUMO: -0.2 eV

Last column: Löwdin charge in e.
Positions of all 72 atoms, in Å:
C: -3.172 3.090 -0.427  -0.0862
C: -2.191 2.188 -0.787  -0.0794
C: -1.997 1.045 -0.033  -0.0805
C: -2.787 0.816 1.069  -0.3040
P: -2.548 -0.675 2.048  0.7130
C: -2.770 -2.072 0.951  -0.2881
C: -1.709 -2.912 0.720  -0.0868
C: -1.861 -3.981 -0.143  -0.0786
C: -3.075 -4.188 -0.767  -0.0854
C: -4.139 -3.344 -0.517  -0.0747
C: -3.985 -2.277 0.347  -0.0689
N: -0.960 -0.676 2.603  -0.0066
C: -0.549 0.404 3.118  -0.1500
C: 0.829 0.596 3.549  -0.1984
C: 1.306 1.862 3.879  -0.0340
C: 2.633 2.047 4.188  -0.0859
C: 3.499 0.972 4.180  -0.0830
C: 3.040 -0.290 3.860  -0.0744
C: 1.712 -0.477 3.546  -0.0237
O: -3.592 -0.733 3.182  -0.3303
C: -3.755 1.716 1.443  -0.0703
C: -3.950 2.859 0.690  -0.0733
H: -3.333 3.974 -1.021  0.1019
H: -1.584 2.370 -1.659  0.1021
H: -1.241 0.326 -0.306  0.1107
H: -0.772 -2.726 1.218  0.0901
H: -1.036 -4.651 -0.322  0.1019
H: -3.191 -5.008 -1.455  0.1014
H: -5.089 -3.517 -0.992  0.1029
H: -4.803 -1.607 0.559  0.1155
H: -1.231 1.244 3.160  0.1216
H: 0.633 2.700 3.848  0.1127
H: 3.000 3.034 4.409  0.0997
H: 4.539 1.120 4.416  0.1026
H: 3.721 -1.126 3.831  0.1049
H: 1.343 -1.448 3.261  0.1095
H: -4.358 1.509 2.313  0.1083
H: -4.714 3.565 0.971  0.1035
C: 0.576 5.679 9.767  -0.0710
N: 1.117 4.912 8.645  -0.2309
C: 1.996 5.640 7.733  -0.0671
C: 0.533 3.670 8.252  -0.2401
C: -0.810 3.602 7.858  0.0215
C: -1.371 2.403 7.548  -0.0009
N: -0.660 1.228 7.627  -0.0122
C: -1.251 -0.023 7.392  -0.0365
C: -2.571 -0.206 7.004  -0.4060
C: -3.098 -1.574 6.775  -0.1493
C: -4.317 -1.701 6.125  -0.0329
C: -4.884 -2.937 5.909  -0.0749
C: -4.237 -4.077 6.346  -0.0974
C: -3.014 -3.972 6.978  -0.0960
C: -2.453 -2.732 7.199  -0.0411
O: -3.349 0.753 6.843  -0.0248
C: 0.674 1.292 7.974  -0.0260
C: 1.274 2.479 8.266  0.0068
H: -0.070 5.047 10.373  0.0884
H: 1.388 6.039 10.394  0.0786
H: -0.003 6.528 9.413  0.0747
H: 2.264 4.998 6.896  0.0781
H: 1.485 6.520 7.347  0.0775
H: 2.902 5.949 8.249  0.0778
H: -1.371 4.512 7.776  0.1220
H: -2.397 2.350 7.238  0.1070
H: -0.610 -0.874 7.511  0.0884
H: -4.804 -0.805 5.778  0.1089
H: -5.836 -3.015 5.409  0.1019
H: -4.682 -5.046 6.189  0.0956
H: -2.497 -4.861 7.304  0.0960
H: -1.518 -2.661 7.724  0.0937
H: 1.232 0.371 8.033  0.1298
H: 2.316 2.518 8.543  0.1207

***

# 6
ORCA calculation (ωB97M-V/def2-TZVPD) on the ion C7H10NO4S with charge -1 at a distorted geometry.

* highest occupied orbital energy: -3.20 eV
* total charge: -1
* calculated total energy: -1026.564950 Ha
* gap between HOMO and LUMO: 6.4 eV
* LUMO: 3.2 eV
* SMILES string: C=CC(=O)N(C=C)CC=[S@](=O)([O-])O

Last column: Löwdin charge in e.
Positions of all 23 atoms, in Å:
C: -2.128 2.590 0.824  0.0191
C: -0.065 -1.594 -0.336  -0.2026
C: -0.971 1.907 0.701  -0.0963
C: 1.231 -1.794 -1.271  -0.3150
C: -0.818 0.693 -0.184  -0.4792
C: 0.780 -1.213 2.523  0.0222
C: 0.030 -0.348 1.838  -0.1440
N: -0.105 -0.321 0.402  -0.0561
O: 2.854 -0.637 -2.839  -0.3635
O: -1.496 0.598 -1.206  0.0319
O: 1.411 0.886 -1.461  -0.3504
O: 0.448 -0.531 -3.312  -0.2431
S: 1.609 -0.394 -2.132  0.5268
H: -2.297 3.547 1.367  0.0577
H: -3.045 2.458 0.305  0.0408
H: -0.839 -1.578 -1.107  0.0919
H: 0.031 -2.411 0.390  0.0918
H: -0.049 2.372 1.177  0.1323
H: 0.613 -0.944 3.545  0.0380
H: 1.428 -1.892 2.073  0.0352
H: 2.028 -2.009 -0.554  0.0123
H: -0.334 0.551 2.285  0.0790
H: -0.315 0.064 -3.029  0.0712